Here is 3 unconnected molecules or ions with the total composition C35H65N6OS2 from OMol25. Energies are from ωB97M-V with the def2-TZVPD basis set.

## Properties
Molecular weight, g/mol: 650.08
DFT total energy, a.u.: -2572.44525
Total charge: +1
Strongest force on any atom, eV/A: 1.26

Geometry as XYZ:
```
109
Properties=species:S:1:pos:R:3:forces:R:3:lowdin_charge:R:1
C 11.7877 0.1614 -2.1967 -0.320 0.088 -0.258 -0.093
C 10.4528 -0.4815 -2.6006 0.471 0.262 0.247 -0.221
C 10.2504 -0.4970 -4.1121 0.489 -0.523 0.328 -0.211
O 8.8870 -0.5152 -4.4995 -0.222 0.166 -0.373 -0.144
C 8.2605 0.7543 -4.4441 0.112 -0.834 0.597 -0.121
C 7.1814 0.7258 -3.3825 -0.127 0.311 0.099 -0.053
C 6.6715 -0.5110 -2.9838 0.093 0.761 -0.148 0.075
N 5.7214 -0.5571 -2.0673 0.181 -0.457 0.258 -0.075
C 5.1436 -1.8614 -1.6992 -0.924 -0.401 -0.759 -0.092
C 3.9720 -2.2308 -2.6524 -0.209 0.252 0.457 -0.211
C 2.5835 -2.2073 -2.0194 -0.288 -0.292 -0.088 -0.492
S 2.2000 -0.6188 -1.2420 0.298 0.563 -0.330 0.917
C 0.5179 -0.3708 -1.6947 -0.422 -0.380 -0.124 -1.092
S -0.5321 -1.6018 -1.8114 -0.044 -0.106 -0.178 0.768
N 0.1786 0.9912 -1.9292 -0.333 -0.435 0.176 -0.225
C -0.6939 1.1407 -3.1158 0.042 0.794 -0.151 -0.266
C -0.5774 2.5644 -3.6704 -0.226 0.024 -0.045 -0.075
C -0.5335 1.5391 -0.7625 0.115 0.329 0.890 -0.249
C 0.2271 1.3451 0.5470 0.383 0.089 -0.584 -0.089
N 5.2142 0.4837 -1.4433 0.214 0.019 -0.047 0.197
C 5.6584 1.6769 -1.7899 0.226 0.453 -0.247 -0.170
C 5.0507 2.8393 -1.0744 -0.453 -0.416 0.475 -0.151
C 3.6128 3.1487 -1.5840 0.812 0.131 0.218 -0.055
C 6.6498 1.8606 -2.7871 -0.126 -0.592 -0.158 -0.006
C 7.0811 3.2349 -3.1734 0.269 -0.302 0.215 -0.268
C 8.3610 3.6705 -2.8471 0.029 0.554 -0.259 -0.010
C 8.7227 4.9598 -3.2247 -0.362 0.121 -0.087 -0.034
C 7.7879 5.7458 -3.8837 -0.083 -0.484 0.187 -0.034
C 6.5282 5.2060 -4.1316 0.135 0.254 -0.135 -0.103
N 6.1634 3.9696 -3.7999 0.281 0.117 0.154 0.146
H 11.9859 1.0167 -2.8428 0.126 0.123 0.061 0.070
H 12.6215 -0.5272 -2.2888 0.090 -0.068 -0.032 0.078
H 11.7420 0.5182 -1.1732 0.116 -0.036 0.155 0.072
H 10.4477 -1.4956 -2.2079 -0.342 -0.124 0.023 0.111
H 9.6485 0.0691 -2.1084 -0.157 0.038 -0.082 0.097
H 10.6967 -1.4074 -4.5048 -0.091 -0.089 -0.204 0.133
H 10.8000 0.3236 -4.5778 -0.241 0.258 -0.100 0.122
H 8.9984 1.5010 -4.1742 -0.024 0.375 -0.242 0.119
H 7.8050 0.9632 -5.4108 0.047 0.237 -0.111 0.154
H 7.0432 -1.4194 -3.4257 -0.072 -0.224 0.098 0.160
H 5.9057 -2.6205 -1.8123 0.347 0.090 0.269 0.127
H 4.7663 -1.8137 -0.6861 0.322 0.169 0.248 0.124
H 3.9563 -1.5588 -3.5082 0.178 0.032 -0.124 0.116
H 4.1151 -3.2444 -3.0162 0.162 -0.073 -0.144 0.118
H 2.4228 -3.0392 -1.3397 0.139 -0.007 0.233 0.085
H 1.8567 -2.3469 -2.8155 -0.118 0.026 -0.015 0.050
H -1.7384 0.9664 -2.8558 -0.073 -0.316 0.070 0.095
H -0.4317 0.4276 -3.8887 0.272 -0.193 0.102 0.103
H -0.6598 2.5486 -4.7538 0.055 0.021 -0.126 0.071
H -1.3817 3.2053 -3.3179 -0.044 0.066 0.144 0.069
H 0.3632 3.0348 -3.3968 0.173 -0.080 -0.025 0.068
H -0.6816 2.6068 -0.9029 0.073 0.104 -0.340 0.120
H -1.5327 1.0986 -0.6591 -0.041 -0.180 -0.204 0.100
H 0.1533 0.3240 0.9099 -0.100 -0.040 0.193 0.069
H 1.2828 1.5469 0.3578 0.102 0.054 0.137 0.042
H -0.1027 2.0574 1.2945 -0.214 -0.087 0.181 0.080
H 5.7050 3.7003 -1.1091 0.069 0.135 -0.216 0.107
H 4.9934 2.5464 -0.0270 -0.008 0.003 0.096 0.120
H 3.5615 4.1950 -1.8613 -0.159 0.090 -0.166 0.073
H 3.3822 2.5289 -2.4425 -0.276 0.004 -0.088 0.071
H 2.9104 2.9644 -0.7819 -0.272 -0.108 -0.063 0.058
H 9.0784 3.0670 -2.3108 -0.120 -0.272 0.054 0.121
H 9.6985 5.3603 -2.9965 0.117 -0.064 0.042 0.116
H 8.0134 6.7533 -4.1891 0.025 0.128 -0.036 0.111
H 5.7867 5.8190 -4.6238 -0.161 -0.062 -0.073 0.115
C -6.9823 -0.5093 2.7588 -0.043 -0.035 0.039 -0.094
C -6.5078 0.0484 1.4261 -0.085 -0.159 0.024 -0.270
N -5.1730 0.6164 1.4816 0.091 0.138 -0.071 -0.197
C -4.8173 1.3666 0.2900 -0.042 0.145 -0.085 -0.249
C -4.6915 0.6094 -1.0400 0.134 0.087 -0.025 -0.086
C -4.1386 -0.2570 2.0046 0.065 -0.167 0.217 -0.246
C -3.8882 -1.5894 1.2844 0.214 0.048 -0.001 -0.077
H -6.9545 0.2558 3.5359 0.059 0.000 0.002 0.082
H -8.0119 -0.8579 2.6646 -0.005 0.010 -0.011 0.070
H -6.3833 -1.3600 3.0869 -0.004 0.003 0.008 0.062
H -7.1968 0.8423 1.1263 0.082 0.051 -0.075 0.119
H -6.5975 -0.7421 0.6638 -0.027 -0.001 0.002 0.103
H -3.8786 1.8948 0.4867 0.026 -0.055 0.058 0.103
H -5.5688 2.1519 0.1639 -0.059 -0.051 0.039 0.111
H -3.7706 0.0278 -1.0963 -0.043 -0.077 0.018 0.035
H -4.6652 1.3269 -1.8640 -0.029 0.002 0.006 0.070
H -5.5330 -0.0603 -1.2159 -0.013 -0.006 0.015 0.068
H -4.3706 -0.4731 3.0500 -0.100 0.017 -0.024 0.101
H -3.2043 0.3107 2.0458 -0.025 0.067 -0.108 0.108
H -4.8136 -2.0964 1.0097 -0.023 0.027 0.014 0.070
H -3.3277 -2.2599 1.9392 -0.022 -0.004 0.014 0.073
H -3.2886 -1.4509 0.3847 -0.088 -0.055 -0.072 0.039
C -9.8987 -5.5737 7.0663 -0.013 -0.018 0.009 -0.091
C -9.7166 -4.0774 7.2703 -0.144 -0.110 0.000 -0.276
N -8.8494 -3.4605 6.2832 0.197 0.080 -0.023 -0.199
C -8.4798 -2.0970 6.6234 0.037 0.158 0.094 -0.248
C -9.5924 -1.0406 6.6668 0.105 0.124 -0.042 -0.085
C -9.2169 -3.6878 4.8965 -0.129 -0.135 -0.207 -0.246
C -10.6080 -3.2235 4.4389 0.061 0.024 -0.150 -0.081
H -8.9365 -6.0874 7.0667 0.014 0.020 -0.049 0.079
H -10.5022 -5.9827 7.8774 0.005 0.006 0.010 0.073
H -10.4140 -5.8035 6.1332 0.000 -0.003 0.004 0.064
H -9.2638 -3.9229 8.2532 0.034 0.111 -0.026 0.118
H -10.7114 -3.6060 7.3109 -0.006 -0.016 0.026 0.100
H -7.7037 -1.7586 5.9304 -0.030 -0.096 -0.088 0.104
H -7.9983 -2.1191 7.6060 -0.047 -0.120 0.019 0.109
H -9.9081 -0.7388 5.6693 -0.059 -0.047 -0.003 0.052
H -9.2205 -0.1430 7.1654 -0.004 -0.014 0.020 0.070
H -10.4675 -1.3833 7.2187 -0.001 -0.019 0.004 0.066
H -9.1346 -4.7575 4.6903 -0.003 -0.015 0.117 0.099
H -8.4615 -3.2280 4.2534 0.057 0.109 0.136 0.103
H -11.3825 -3.4605 5.1688 0.006 -0.015 0.012 0.068
H -10.8721 -3.7237 3.5048 -0.003 -0.024 0.017 0.071
H -10.6382 -2.1531 4.2422 -0.050 0.020 0.087 0.051
```
Positions in Å, forces in eV/Å.